{"formula": "C31H32BClN8OOs", "method": "ωB97M-V/def2-TZVPD", "orbital_gap_ha": [0.1847, 0.1864], "spin_multiplicity": 1, "homo_ev": [-13.5, -13.5], "total_energy_ev": -62289.40208, "total_charge": 2, "lumo_energy_ev": [-8.47, -8.43], "species": ["Os", "Cl", "C", "C", "C", "C", "O", "C", "C", "N", "C", "C", "C", "C", "C", "C", "C", "C", "N", "C", "C", "H", "H", "H", "H", "H", "H", "H", "H", "H", "H", "C", "C", "C", "C", "C", "N", "N", "B", "N", "N", "C", "C", "C", "C", "C", "N", "N", "C", "C", "C", "C", "C", "H", "H", "H", "H", "H", "H", "H", "H", "H", "H", "H", "H", "H", "H", "H", "H", "H", "H", "H", "H", "H", "H"], "xyz": [[-0.198545, 0.211345, 0.323417], [0.596255, 0.859845, 7.555017], [0.123155, 0.348545, 5.996017], [0.495655, -0.933655, 5.541117], [0.214555, -1.317755, 4.263617], [-0.422745, -0.430755, 3.341317], [-0.550045, -0.766855, 2.122817], [-0.884845, 0.843745, 3.845017], [-1.631945, 1.727345, 2.998117], [-1.689845, 1.626045, 1.711517], [-2.470745, 2.406145, 0.870817], [-3.089045, 3.607245, 1.185617], [-3.810745, 4.321745, 0.222917], [-3.950745, 3.842545, -1.053183], [-3.395545, 2.594445, -1.406883], [-3.578145, 2.009445, -2.676683], [-3.092245, 0.745845, -2.904283], [-2.331445, 0.127745, -1.909683], [-2.063145, 0.685545, -0.741083], [-2.634345, 1.880945, -0.445783], [-0.604845, 1.192145, 5.169017], [1.031455, -1.593155, 6.205217], [0.517655, -2.284155, 3.891617], [-2.186045, 2.506845, 3.522817], [-3.015345, 4.012945, 2.181017], [-4.270045, 5.258245, 0.503417], [-4.493845, 4.397145, -1.802483], [-4.111045, 2.559745, -3.436783], [-3.262545, 0.235945, -3.840383], [-1.917745, -0.855255, -2.091183], [-0.904245, 2.160245, 5.541417], [2.479655, 1.297845, 2.561117], [2.708755, 0.190445, 1.595217], [3.870955, -0.536255, 1.366917], [3.607455, -1.349655, 0.266417], [4.505755, -2.314655, -0.403983], [2.344055, -1.110655, -0.129183], [1.788755, -0.187555, 0.692517], [1.680655, -1.528855, -1.472883], [0.452955, -2.411455, -1.216183], [-0.545145, -1.974855, -0.429283], [-1.486745, -2.911955, -0.340083], [-2.723045, -2.704655, 0.449817], [-1.079545, -4.004055, -1.106783], [0.153155, -3.653255, -1.652783], [0.995255, -4.458555, -2.561083], [1.252355, -0.189155, -2.144183], [0.642655, 0.796345, -1.439183], [0.673655, 1.922145, -2.168183], [0.217855, 3.221545, -1.608783], [1.280055, 1.643845, -3.387683], [1.635455, 0.298845, -3.337783], [2.284955, -0.513355, -4.390083], [3.273155, 1.334645, 3.301317], [1.529855, 1.199645, 3.077517], [2.476055, 2.247945, 2.026617], [4.789255, -0.469855, 1.915517], [5.387055, -2.490355, 0.205517], [4.831255, -1.926555, -1.369683], [3.998455, -3.260955, -0.577383], [2.452755, -2.087355, -2.152983], [-2.709645, -1.709455, 0.892617], [-2.792145, -3.448555, 1.240717], [-3.605145, -2.806455, -0.179583], [-1.602345, -4.926055, -1.251083], [0.500155, -5.404055, -2.761183], [1.968855, -4.663255, -2.120683], [1.163455, -3.939455, -3.502983], [-0.102045, 3.096845, -0.570883], [-0.583245, 3.664845, -2.197783], [1.049455, 3.923745, -1.625283], [1.460455, 2.332645, -4.189583], [2.270255, 0.024145, -5.333983], [1.760755, -1.458655, -4.506283], [3.324555, -0.735755, -4.147783]], "forces_ev_per_angstrom": [[-3.1, -3.5, 1.4], [-0.1, 0.0, 0.1], [-0.3, 0.1, -0.6], [0.0, 0.4, 0.1], [-0.4, 0.2, -0.8], [0.2, 1.1, 2.3], [0.5, 0.1, -3.3], [0.4, -0.7, -0.6], [0.0, 0.1, 0.2], [1.8, -0.3, -0.4], [-0.8, 0.7, -0.6], [0.3, -0.6, 0.0], [-0.1, 0.1, -0.3], [0.1, 0.0, 0.2], [0.2, -0.2, 0.3], [0.1, -0.2, 0.3], [-0.1, 0.2, 0.1], [0.0, -0.4, -0.4], [1.2, -0.1, 0.5], [-0.4, 0.8, 0.3], [0.2, -0.1, 0.4], [0.0, -0.1, 0.1], [0.0, -0.1, 0.0], [-0.2, 0.0, -0.1], [0.1, 0.1, 0.1], [0.0, 0.1, 0.0], [-0.1, 0.1, 0.0], [-0.1, 0.0, -0.1], [0.0, 0.0, 0.0], [0.2, 0.1, 0.0], [-0.1, 0.1, 0.1], [-0.1, 0.0, -0.1], [0.3, 0.1, 0.0], [-0.4, 0.0, -0.2], [-0.2, 0.4, 0.3], [0.1, -0.1, -0.2], [0.5, -0.6, -0.1], [-0.9, 0.3, 0.0], [-0.5, 0.3, 0.4], [0.2, -0.6, -0.4], [1.3, 2.8, 0.5], [0.0, 0.2, 0.0], [0.0, 0.1, 0.1], [0.5, 0.4, -0.1], [-0.6, 0.0, 0.4], [0.3, 0.0, -0.1], [0.1, -0.3, -0.7], [-0.2, -0.3, 0.6], [0.2, 0.2, 0.0], [0.0, 0.0, 0.0], [-0.2, -0.1, 0.4], [-0.2, 0.3, 0.2], [0.2, -0.2, 0.0], [0.0, 0.0, 0.0], [-0.1, 0.0, 0.1], [0.0, 0.1, 0.0], [0.1, 0.0, 0.1], [0.0, 0.0, 0.0], [0.0, 0.0, 0.0], [0.0, -0.1, 0.0], [0.3, -0.2, -0.2], [-0.1, -0.1, 0.1], [0.0, 0.0, 0.1], [-0.1, 0.0, 0.0], [-0.1, -0.2, 0.0], [0.0, 0.0, -0.1], [0.1, -0.1, 0.0], [0.0, 0.0, -0.1], [-0.1, 0.1, -0.1], [-0.1, 0.0, 0.1], [0.0, 0.1, 0.0], [0.0, 0.1, -0.1], [0.0, 0.0, 0.0], [0.0, -0.1, -0.1], [0.0, 0.0, 0.0]]}